Run i
Density functional theory data (ωB97M-V/def2-TZVPD) for a 2-piece molecular cluster, C4H9N2O2 overall.

Last column: Löwdin charge in e.
Element x y z (Å)
O -0.22016 -0.66872 -1.79982  -0.11
C -0.44256 -0.67984 -0.56460  -0.67
N -0.37770 -1.69418 0.28132  0.01
C 2.53836 -1.91851 0.17106  -0.18
O 3.24982 -1.62618 1.09640  -0.05
C -0.41857 0.80733 -0.01018  -0.39
C -1.10125 1.81420 -0.90441  -0.11
N -0.88381 1.00302 1.39800  -0.01
H -1.06701 -1.42272 0.98615  -0.02
H 2.60009 -1.35511 -0.79131  0.08
H 1.72380 -2.66151 0.14549  0.05
H 0.63692 1.08588 0.10974  0.13
H -0.66164 1.83067 -1.89864  0.06
H -0.95551 2.81317 -0.48603  0.06
H -2.16706 1.60046 -1.04034  0.07
H -0.55873 0.16797 1.86534  0.03
H -1.89499 0.90406 1.44182  0.05

## Properties
Total charge = -1
Gap between HOMO and LUMO = 7.9 eV

=====

Run ii
Density functional theory data (ωB97M-V/def2-TZVPD) for an isolated ion of composition C4H9N2O2 and charge -1.

Last column: Löwdin charge in e.
Element x y z (Å)
N 1.08407 2.64284 0.13690  -0.02
C 0.87374 1.64404 1.25321  -0.31
C 0.83281 0.21359 0.76886  -0.17
C -0.48187 -0.02429 -0.15244  -0.32
N -1.61586 -0.21144 0.70166  0.04
C -0.32294 -1.37804 -0.91999  -0.72
O 0.36522 -2.22395 -0.28813  -0.09
O -0.85707 -1.47147 -2.04396  -0.08
H 0.76641 2.23355 -0.73701  0.03
H 2.09415 2.60107 0.04492  0.04
H -0.00663 1.87422 1.85689  0.08
H 1.62752 1.94887 2.00314  0.09
H 1.78461 -0.08425 0.33024  0.10
H 0.58783 -0.47469 1.56787  0.09
H -0.46438 0.86274 -0.78957  0.11
H -1.62758 -1.03482 1.26542  0.07
H -1.95311 0.65961 1.08856  0.06

## Properties
Total charge = -1
SMILES = NCC[C@H](N)C(=O)[O-]
Gap between HOMO and LUMO = 7.8 eV

=====

Run iii
Density functional theory data (ωB97M-V/def2-TZVPD) for C4H9N2O2 as an isolated structure.

Last column: Löwdin charge in e.
Element x y z (Å)
O 1.70054 -2.41516 -0.41208  -0.09
C 0.60777 -2.35918 0.18809  -0.71
O -0.07728 -3.19808 0.79983  -0.07
C 0.16421 -0.83047 0.30249  -0.32
C 0.59849 0.14510 -0.88121  -0.17
C -0.06501 1.48701 -0.79680  -0.22
N -0.19119 1.70190 1.00985  -0.03
N -1.28437 -0.84638 0.52647  0.04
H 0.71333 -0.44144 1.16759  0.11
H 1.63475 0.30624 -0.64098  0.10
H 0.51463 -0.33255 -1.85827  0.11
H 0.41211 2.13691 -1.48448  0.09
H 0.32273 2.27388 0.00307  0.04
H -0.95877 2.39968 1.04988  -0.01
H -1.12714 1.55698 -1.04466  0.10
H -1.48429 0.00019 1.03609  0.03
H -1.48049 -1.58464 1.03512  -0.03

## Properties
Total charge = -1
Gap between HOMO and LUMO = 7.1 eV

=====

Out of the structures above, which one is the most stable? Solution: run ii.